[1]
Density functional theory data (wB97M-V/def2-TZVPD) for C21H19Br33ClNO4P2 as an isolated structure in a non-equilibrium geometry.

Computed properties:
2S+1: 1
E_tot (Ha): -87252.519327
Max |F| (eV/Å): 2.85

Each line ends with the Löwdin charge.
Cartesian coordinates (Å):
N (1.27, -1.73, 4.15)  -0.21
P (0.19, -1.90, 2.76)  0.81
O (0.20, -3.55, 2.41)  -0.35
C (1.11, -0.92, 1.43)  -0.28
C (1.10, -1.21, 0.11)  -0.52
Cl (0.15, -2.58, -0.56)  0.67
C (1.95, -0.32, -0.86)  -0.32
O (1.62, -0.05, -1.98)  0.11
C (3.26, 0.24, -0.22)  -0.05
C (4.48, 0.45, -0.96)  -0.02
C (5.65, 0.95, -0.22)  -0.32
P (7.24, 1.19, -1.15)  0.64
O (8.36, 1.72, -0.28)  -0.52
C (5.64, 1.27, 1.19)  -0.08
C (4.41, 1.06, 1.93)  0.02
C (3.27, 0.57, 1.20)  -0.06
C (1.92, 0.32, 1.95)  -0.34
O (1.50, 1.03, 2.83)  0.09
H (1.21, -2.55, 4.75)  0.04
H (2.22, -1.68, 3.74)  0.03
H (1.13, -3.85, 2.54)  0.05
H (4.53, 0.25, -2.04)  0.04
H (7.07, 1.99, -2.30)  -0.10
H (7.61, -0.11, -1.62)  0.03
H (6.54, 1.63, 1.75)  0.11
H (4.29, 1.24, 3.02)  0.13
C (-0.79, 0.13, -4.93)  -1.60
Br (-1.54, 1.84, -4.44)  0.57
Br (-2.10, -1.29, -4.80)  0.57
Br (0.05, 0.18, -6.67)  0.56
H (-0.01, -0.09, -4.20)  -0.05
C (-1.11, -4.53, -6.75)  -1.62
Br (0.43, -4.80, -5.61)  0.57
Br (-0.77, -5.11, -8.56)  0.58
Br (-2.70, -5.36, -6.02)  0.58
H (-1.30, -3.46, -6.78)  -0.08
C (7.85, 5.72, -0.23)  -1.60
Br (7.08, 7.44, 0.21)  0.57
Br (6.56, 4.29, -0.03)  0.65
Br (8.66, 5.72, -1.98)  0.56
H (8.64, 5.53, 0.49)  -0.02
C (-2.91, -9.34, -5.51)  -1.64
Br (-1.99, -9.71, -3.85)  0.56
Br (-2.03, -10.18, -7.02)  0.56
Br (-4.78, -9.83, -5.42)  0.56
H (-2.86, -8.27, -5.67)  -0.10
C (6.66, 1.98, -5.63)  -1.59
Br (5.61, 1.27, -4.16)  0.64
Br (5.74, 3.42, -6.53)  0.59
Br (8.42, 2.50, -5.04)  0.58
H (6.78, 1.18, -6.35)  -0.03
C (-2.31, -0.43, 6.21)  -1.59
Br (-3.89, 0.69, 6.22)  0.56
Br (-2.76, -2.30, 6.06)  0.53
Br (-1.06, 0.11, 4.84)  0.62
H (-1.82, -0.29, 7.16)  -0.03
C (-4.24, -2.94, -9.42)  -1.63
Br (-5.52, -3.33, -8.02)  0.55
Br (-5.10, -2.75, -11.14)  0.57
Br (-3.15, -1.41, -8.98)  0.55
H (-3.58, -3.80, -9.49)  -0.06
C (-6.15, 3.42, 8.35)  -1.63
Br (-7.17, 2.71, 9.84)  0.57
Br (-7.09, 4.85, 7.46)  0.57
Br (-4.37, 3.95, 8.89)  0.55
H (-6.04, 2.61, 7.64)  -0.06
C (-2.83, 4.26, -1.39)  -1.64
Br (-1.36, 4.09, -0.15)  0.56
Br (-4.44, 4.89, -0.52)  0.57
Br (-2.37, 5.36, -2.91)  0.55
H (-3.04, 3.26, -1.77)  -0.05
C (-4.94, -5.61, 4.43)  -1.62
Br (-3.45, -5.71, 5.66)  0.53
Br (-6.54, -4.97, 5.31)  0.57
Br (-4.51, -4.56, 2.87)  0.56
H (-5.14, -6.62, 4.09)  -0.03
C (-6.52, 8.27, 10.05)  -1.64
Br (-7.54, 7.57, 11.54)  0.55
Br (-7.46, 9.71, 9.15)  0.56
Br (-4.74, 8.79, 10.58)  0.56
H (-6.42, 7.46, 9.33)  -0.07

=====

[2]
Density functional theory data (wB97M-V/def2-TZVPD) for a 4-piece molecular cluster, C24H54BF4N3 overall in a non-equilibrium geometry.

Computed properties:
2S+1: 1
Net charge: +2
E_tot (Ha): -1535.051141
Energy relative to the best compared isomer or geometry (same formula, charge and spin) (kJ/mol): 355.83
Max |F| (eV/Å): 2.38

Each line ends with the Löwdin charge.
Cartesian coordinates (Å):
C (29.63, 5.85, 27.90)  -0.08
C (30.23, 6.96, 28.74)  -0.24
C (29.47, 7.31, 30.03)  -0.08
N (29.80, 8.79, 30.49)  -0.21
C (31.30, 8.91, 31.00)  0.07
C (29.49, 9.87, 29.38)  -0.08
C (29.18, 11.17, 30.08)  -0.16
C (29.06, 10.88, 31.54)  -0.16
C (28.91, 9.35, 31.60)  -0.11
H (30.02, 5.75, 26.89)  0.08
H (28.59, 6.15, 27.79)  0.08
H (29.74, 4.84, 28.31)  0.09
H (30.20, 7.88, 28.15)  0.09
H (31.23, 6.69, 29.08)  0.11
H (29.80, 6.58, 30.77)  0.14
H (28.38, 7.35, 30.02)  0.12
H (31.96, 8.44, 30.27)  0.10
H (31.39, 8.43, 31.98)  0.11
H (31.57, 9.96, 31.04)  0.10
H (30.31, 9.92, 28.65)  0.13
H (28.61, 9.44, 28.89)  0.13
H (29.93, 11.93, 29.85)  0.13
H (28.21, 11.49, 29.72)  0.13
H (29.88, 11.08, 32.23)  0.12
H (28.25, 11.48, 31.93)  0.13
H (29.11, 8.84, 32.54)  0.14
H (27.88, 9.06, 31.39)  0.13
C (25.01, 5.95, 34.25)  -0.09
C (24.94, 5.87, 35.78)  -0.24
C (25.43, 7.13, 36.53)  -0.06
N (25.29, 7.03, 38.15)  -0.23
C (23.76, 6.91, 38.56)  0.06
C (25.77, 8.33, 38.79)  -0.10
C (26.28, 7.91, 40.14)  -0.16
C (26.18, 6.40, 40.21)  -0.17
C (26.16, 5.92, 38.76)  -0.07
H (24.33, 5.21, 33.82)  0.08
H (26.04, 5.77, 33.95)  0.08
H (24.70, 6.93, 33.87)  0.08
H (25.40, 4.93, 36.08)  0.11
H (23.88, 5.69, 35.97)  0.10
H (24.94, 8.07, 36.27)  0.13
H (26.48, 7.23, 36.24)  0.13
H (23.45, 5.92, 38.21)  0.10
H (23.22, 7.72, 38.09)  0.11
H (23.63, 6.90, 39.64)  0.10
H (24.89, 8.97, 38.77)  0.13
H (26.63, 8.60, 38.18)  0.14
H (25.69, 8.31, 40.97)  0.13
H (27.31, 8.25, 40.31)  0.12
H (25.35, 6.02, 40.79)  0.12
H (27.04, 6.08, 40.79)  0.12
H (25.64, 5.00, 38.48)  0.13
H (27.14, 5.86, 38.29)  0.14
C (31.45, -0.58, 39.31)  -0.09
C (31.99, 0.63, 40.09)  -0.21
C (32.75, 1.73, 39.23)  -0.07
N (33.21, 3.02, 39.97)  -0.25
C (34.29, 2.69, 40.99)  0.01
C (32.09, 3.83, 40.74)  -0.04
C (32.70, 5.29, 40.80)  -0.14
C (33.56, 5.42, 39.57)  -0.13
C (33.85, 4.00, 39.01)  -0.08
H (30.88, -0.24, 38.45)  0.08
H (30.83, -1.30, 39.85)  0.08
H (32.22, -1.16, 38.81)  0.08
H (32.61, 0.33, 40.93)  0.10
H (31.13, 1.06, 40.61)  0.10
H (32.06, 2.15, 38.50)  0.13
H (33.62, 1.35, 38.69)  0.14
H (33.85, 1.96, 41.67)  0.10
H (34.60, 3.56, 41.57)  0.11
H (35.25, 2.27, 40.68)  0.11
H (31.67, 3.33, 41.61)  0.13
H (31.25, 3.84, 40.04)  0.13
H (33.24, 5.42, 41.74)  0.11
H (31.89, 6.02, 40.72)  0.12
H (34.52, 5.79, 39.92)  0.12
H (33.13, 6.11, 38.84)  0.13
H (34.86, 3.64, 38.84)  0.14
H (33.32, 3.87, 38.07)  0.13
B (30.70, 4.96, 35.36)  -1.36
F (31.82, 5.65, 34.92)  0.08
F (30.91, 3.61, 35.28)  0.14
F (30.55, 5.45, 36.64)  0.09
F (29.64, 5.48, 34.57)  0.05

=====

[3]
Density functional theory data (wB97M-V/def2-TZVPD) for C34H26F3IN2O5PPt as an isolated structure in a non-equilibrium geometry.

Computed properties:
2S+1: 1
Net charge: -1
E_tot (Ha): -2854.926811
Energy relative to the best compared isomer or geometry (same formula, charge and spin) (kJ/mol): 258.55
Max |F| (eV/Å): 3.96

Each line ends with the Löwdin charge.
Cartesian coordinates (Å):
Pt (0.27, -2.16, 0.83)  1.02
I (-3.00, -3.07, 0.27)  0.61
C (-1.04, -3.72, 0.84)  -0.83
H (-0.74, -4.45, 0.08)  -0.05
H (-1.16, -4.22, 1.80)  -0.05
O (-1.10, -0.08, 0.83)  -0.39
P (-1.94, 1.14, 0.84)  0.77
C (-1.55, 2.25, -0.54)  -0.26
C (-0.71, 1.77, -1.54)  -0.06
C (-0.39, 2.58, -2.62)  -0.08
C (-0.90, 3.87, -2.69)  -0.09
C (-1.73, 4.35, -1.68)  -0.09
C (-2.06, 3.54, -0.61)  -0.08
C (-1.72, 2.14, 2.35)  -0.26
C (-2.75, 2.86, 2.92)  -0.09
C (-2.51, 3.62, 4.05)  -0.09
C (-1.23, 3.66, 4.60)  -0.09
C (-0.20, 2.94, 4.02)  -0.07
C (-0.44, 2.17, 2.89)  -0.05
C (-3.71, 0.75, 0.76)  -0.29
C (-4.22, 0.01, 1.81)  -0.13
C (-5.54, -0.41, 1.79)  -0.09
C (-6.35, -0.08, 0.71)  -0.09
C (-5.83, 0.66, -0.34)  -0.09
C (-4.51, 1.07, -0.33)  -0.08
H (-0.31, 0.78, -1.45)  0.09
H (0.26, 2.22, -3.40)  0.10
H (-0.64, 4.51, -3.52)  0.10
H (-2.12, 5.36, -1.73)  0.10
H (-2.70, 3.91, 0.18)  0.11
H (-3.75, 2.81, 2.50)  0.10
H (-3.31, 4.18, 4.50)  0.10
H (-1.05, 4.26, 5.48)  0.10
H (0.79, 2.97, 4.45)  0.10
H (0.34, 1.58, 2.44)  0.11
H (-3.57, -0.26, 2.63)  0.12
H (-5.94, -0.99, 2.61)  0.10
H (-7.38, -0.41, 0.69)  0.10
H (-6.46, 0.90, -1.19)  0.10
H (-4.11, 1.63, -1.16)  0.10
F (0.81, -1.02, 3.34)  0.02
C (0.29, -2.16, 2.82)  -0.73
F (-0.93, -2.27, 3.43)  -0.01
F (1.02, -3.16, 3.38)  0.02
O (2.45, -3.03, 0.72)  -0.09
C (2.89, -1.84, 0.80)  -0.66
O (2.11, -0.86, 0.84)  -0.11
C (4.35, -1.64, 0.84)  -0.10
C (5.23, -2.66, 0.44)  0.00
C (6.59, -2.48, 0.51)  0.01
C (7.11, -1.28, 1.01)  -0.18
C (6.23, -0.26, 1.43)  0.01
C (4.88, -0.44, 1.33)  0.01
N (8.49, -1.09, 1.10)  -0.34
O (8.92, -0.02, 1.56)  0.04
O (9.24, -2.00, 0.71)  0.04
H (4.81, -3.58, 0.06)  0.12
H (7.27, -3.25, 0.20)  0.11
H (6.67, 0.64, 1.84)  0.11
H (4.19, 0.33, 1.64)  0.12
N (0.26, -2.09, -1.18)  0.08
C (0.24, -1.95, -2.34)  -0.08
C (0.21, -1.82, -3.71)  -0.20
C (1.14, -2.53, -4.51)  -0.02
C (1.09, -2.40, -5.88)  -0.09
C (0.14, -1.58, -6.48)  -0.08
C (-0.78, -0.88, -5.70)  -0.08
C (-0.76, -1.00, -4.33)  -0.02
H (1.87, -3.16, -4.03)  0.12
H (1.80, -2.94, -6.48)  0.10
H (0.12, -1.49, -7.56)  0.10
H (-1.51, -0.25, -6.17)  0.10
H (-1.47, -0.47, -3.71)  0.12

=====

[4]
Density functional theory data (wB97M-V/def2-TZVPD) for C30H50BrEuN3P2S as an isolated structure in a non-equilibrium geometry.

Computed properties:
2S+1: 8
Net charge: +2
Expectation value of S²: 15.76
E_tot (Ha): -5701.992434
Energy relative to the best compared isomer or geometry (same formula, charge and spin) (kJ/mol): 0.00
Max |F| (eV/Å): 4.56

Each line ends with the Mulliken spin population.
Cartesian coordinates (Å):
C (2.63, -1.85, -8.81)  0.00
C (3.47, -1.50, -7.74)  0.00
C (4.84, -1.28, -7.96)  0.00
C (5.33, -1.46, -9.26)  0.00
N (4.53, -1.81, -10.27)  0.00
C (3.21, -2.00, -10.08)  0.00
C (2.92, -1.37, -6.42)  0.00
C (2.45, -1.23, -5.30)  0.00
C (1.90, -0.82, -4.05)  0.00
C (0.72, -0.05, -4.02)  0.00
C (0.36, 0.58, -2.83)  0.00
C (1.23, 0.62, -1.72)  0.02
C (2.35, -0.24, -1.73)  -0.01
C (2.63, -1.04, -2.87)  -0.01
Eu (0.67, -1.47, -0.12)  7.04
P (0.71, 2.06, -0.25)  -0.01
H (5.49, -0.99, -7.15)  0.00
H (1.57, -1.99, -8.67)  0.00
H (6.40, -1.31, -9.47)  0.00
H (2.59, -2.28, -10.94)  0.00
H (3.45, -1.79, -2.88)  0.00
H (0.13, 0.06, -4.95)  0.00
H (2.92, -0.49, -0.82)  0.01
H (-0.63, 1.01, -2.77)  0.00
C (0.34, 2.92, 1.40)  0.00
C (1.00, 4.25, 1.67)  0.00
H (0.71, 2.20, 2.16)  0.00
H (-0.75, 2.96, 1.55)  0.00
H (0.70, 4.65, 2.65)  0.00
H (2.08, 4.15, 1.70)  0.00
H (0.74, 5.00, 0.93)  0.00
C (2.31, 2.90, -0.75)  0.00
C (2.32, 3.72, -2.04)  0.00
H (3.00, 2.04, -0.87)  0.00
H (2.72, 3.48, 0.09)  0.00
H (3.37, 3.86, -2.32)  0.00
H (1.84, 3.19, -2.87)  0.00
H (1.87, 4.71, -1.93)  0.00
C (-0.56, 3.06, -1.21)  0.00
C (-0.81, 4.54, -0.92)  0.00
H (-1.49, 2.49, -1.02)  0.00
H (-0.29, 2.94, -2.26)  0.00
H (-1.57, 4.90, -1.63)  0.00
H (-1.21, 4.72, 0.08)  0.00
H (0.07, 5.17, -1.06)  0.00
Br (1.11, 0.16, 2.25)  -0.02
P (5.61, -0.23, 1.44)  0.00
C (4.99, 1.50, 1.23)  0.00
C (5.60, 2.48, 2.24)  0.00
H (3.89, 1.47, 1.31)  0.00
H (5.25, 1.80, 0.20)  0.00
H (5.42, 3.52, 1.91)  0.00
H (5.14, 2.37, 3.23)  0.00
H (6.68, 2.33, 2.33)  0.00
C (4.24, -1.21, 2.16)  0.00
C (4.77, -2.24, 3.17)  0.00
H (3.68, -1.71, 1.35)  0.00
H (3.55, -0.50, 2.65)  0.00
H (3.96, -2.58, 3.83)  0.00
H (5.17, -3.12, 2.64)  0.00
H (5.57, -1.80, 3.79)  0.00
C (5.80, -0.84, -0.29)  0.00
C (7.21, -0.67, -0.88)  0.00
H (5.06, -0.32, -0.93)  0.00
H (5.54, -1.91, -0.26)  0.00
H (7.30, -1.29, -1.78)  0.00
H (7.41, 0.37, -1.17)  0.00
H (7.98, -1.00, -0.17)  0.00
C (-4.20, -2.58, 4.39)  0.00
C (-3.68, -1.37, 3.64)  0.00
N (-3.01, -1.76, 2.37)  0.00
C (-3.26, -1.17, 1.18)  0.00
S (-2.19, -1.34, -0.13)  -0.01
N (-4.48, -0.55, 1.06)  0.00
C (-5.71, -1.36, 1.28)  0.00
C (-6.91, -0.44, 1.25)  0.00
H (-4.74, -3.28, 3.74)  0.00
H (-4.86, -2.23, 5.19)  0.00
H (-3.37, -3.11, 4.86)  0.00
H (-4.48, -0.69, 3.37)  0.00
H (-2.96, -0.82, 4.26)  0.00
H (-2.05, -2.07, 2.46)  0.00
H (-4.53, 0.04, 0.22)  0.00
H (-5.79, -2.11, 0.47)  0.00
H (-5.62, -1.86, 2.26)  0.00
H (-7.00, 0.15, 0.33)  0.00
H (-7.82, -1.05, 1.32)  0.00
H (-6.91, 0.24, 2.10)  0.00